DFT (ωB97M-V/def2-TZVPD) results for a molecular structure, C16H13F3N2O7RhTe4.

gap between HOMO and LUMO (alpha / beta)	6.047 / 6.182	eV
net charge	-1
strongest force on any atom	0.11	eV Å⁻¹
⟨S²⟩	6.03
total energy	-2736.14917	Ha
energy relative to the best compared isomer or geometry (same formula, charge and spin)	0.00	kJ/mol
LUMO energy (alpha / beta)	1.537 / 0.440	eV
2S+1	5

Last column: Löwdin charge in e.
Geometry (Å):
1 Rh -0.3343 -1.1377 0.9747  0.26
2 Te 0.4059 -2.1322 3.2893  0.39
3 Te -1.7257 -2.7400 4.7068  -0.03
4 Te -3.7315 -3.0276 2.8344  -0.04
5 Te -2.6082 -2.3209 0.5189  0.45
6 F -0.3260 0.3038 -4.0604  0.14
7 C -1.4025 0.4496 -3.2635  -0.53
8 F -2.4808 0.1269 -3.9795  0.15
9 F -1.5002 1.7761 -2.9941  0.11
10 C -1.2477 -0.4115 -1.9740  -0.62
11 O -1.7071 -1.5529 -2.0435  -0.12
12 O -0.6312 0.1538 -1.0426  -0.08
13 O 0.9435 3.5936 -3.1648  -0.03
14 C 0.5716 4.4002 -2.0822  -0.24
15 N 0.1256 3.5710 -0.9743  0.11
16 C -0.6391 4.0803 0.0143  -0.45
17 O -0.9042 5.2712 0.1083  0.05
18 C -1.1745 3.0655 0.9777  -0.10
19 C -2.3719 3.2998 1.6357  0.00
20 C -2.9195 2.2901 2.4096  -0.04
21 C -2.2691 1.0674 2.4633  -0.14
22 N -1.1034 0.8522 1.8566  -0.02
23 C -0.5466 1.8448 1.1649  -0.09
24 H 0.1661 3.1111 -3.4707  0.07
25 H -0.2301 5.1018 -2.3313  0.13
26 H 1.4550 4.9737 -1.8009  0.13
27 H 0.1857 2.5685 -1.1038  0.12
28 H -2.8592 4.2585 1.5128  0.12
29 H -3.8557 2.4263 2.9329  0.10
30 H -2.6938 0.2224 2.9951  0.07
31 H 0.4250 1.6214 0.7428  0.10
32 O 4.1528 -3.3522 1.6562  0.04
33 C 3.1245 -3.4990 0.8039  -0.30
34 C 2.7527 -4.7810 0.3977  -0.02
35 C 1.7151 -4.9553 -0.5023  -0.09
36 C 1.0386 -3.8609 -1.0302  -0.09
37 C 1.3941 -2.5893 -0.6084  -0.09
38 C 2.4051 -2.3906 0.3329  -0.13
39 C 2.6844 -1.0183 0.9018  -0.64
40 O 3.8009 -0.8218 1.4204  0.01
41 O 1.7290 -0.1846 0.8670  -0.15
42 H 4.2864 -2.3645 1.7234  0.07
43 H 3.2971 -5.6258 0.8002  0.11
44 H 1.4402 -5.9582 -0.8064  0.10
45 H 0.2459 -3.9858 -1.7557  0.10
46 H 0.9172 -1.7201 -1.0530  0.09



DFT (ωB97M-V/def2-TZVPD) results for 2 unconnected molecules or ions with the total composition C4H11NO at a distorted geometry.

gap between HOMO and LUMO (alpha / beta)	2.752 / 6.805	eV
net charge	-1
strongest force on any atom	1.73	eV Å⁻¹
⟨S²⟩	0.75
total energy	-288.89350	Ha
energy relative to the best compared isomer or geometry (same formula, charge and spin)	127.49	kJ/mol
LUMO energy (alpha / beta)	3.491 / 3.428	eV
2S+1	2

Last column: Löwdin charge in e.
Geometry (Å):
1 C -0.5357 4.0011 1.3589  -0.34
2 C -1.0510 1.8463 0.6675  -0.33
3 N -0.1646 2.8517 0.5891  -0.26
4 H -1.3931 4.5564 0.9170  0.03
5 H 0.3258 4.6733 1.2996  0.03
6 H -0.7913 3.9144 2.4377  0.03
7 H -2.0672 1.9140 1.0802  -0.04
8 H -0.8814 0.9205 0.1158  -0.06
9 H -1.0312 -2.2806 -1.2025  0.08
10 C 0.9394 -2.5091 -1.2093  -0.34
11 O -0.3735 -2.8221 -1.6632  -0.10
12 C 1.2347 -2.9342 0.2061  -0.11
13 H 1.2803 -1.5023 -1.4412  0.11
14 H 1.5170 -3.2295 -1.7995  0.10
15 H 2.3034 -2.6915 0.2795  0.07
16 H 1.1394 -4.0003 0.3077  0.06
17 H 0.7290 -2.3325 0.9611  0.06



Repeat the second record exactly.
DFT (ωB97M-V/def2-TZVPD) results for 2 unconnected molecules or ions with the total composition C4H11NO at a distorted geometry.

gap between HOMO and LUMO (alpha / beta)	2.752 / 6.805	eV
net charge	-1
strongest force on any atom	1.73	eV Å⁻¹
⟨S²⟩	0.75
total energy	-288.89350	Ha
energy relative to the best compared isomer or geometry (same formula, charge and spin)	127.49	kJ/mol
LUMO energy (alpha / beta)	3.491 / 3.428	eV
2S+1	2

Last column: Löwdin charge in e.
Geometry (Å):
1 C -0.5357 4.0011 1.3589  -0.34
2 C -1.0510 1.8463 0.6675  -0.33
3 N -0.1646 2.8517 0.5891  -0.26
4 H -1.3931 4.5564 0.9170  0.03
5 H 0.3258 4.6733 1.2996  0.03
6 H -0.7913 3.9144 2.4377  0.03
7 H -2.0672 1.9140 1.0802  -0.04
8 H -0.8814 0.9205 0.1158  -0.06
9 H -1.0312 -2.2806 -1.2025  0.08
10 C 0.9394 -2.5091 -1.2093  -0.34
11 O -0.3735 -2.8221 -1.6632  -0.10
12 C 1.2347 -2.9342 0.2061  -0.11
13 H 1.2803 -1.5023 -1.4412  0.11
14 H 1.5170 -3.2295 -1.7995  0.10
15 H 2.3034 -2.6915 0.2795  0.07
16 H 1.1394 -4.0003 0.3077  0.06
17 H 0.7290 -2.3325 0.9611  0.06



Which of these has the lowest 2S+1?
C4H11NO